Run one
The following is a quantum chemistry calculation of a cluster of 2 separate species, C9H14 in total, from the OMol25 dataset.

```
23
C9H14 ωB97M-V with the def2-TZVPD basis set
C 1.0517 1.3606 0.8398
C 0.0093 0.9867 -0.0949
C -1.1429 1.7076 -0.1969
C -2.1060 1.4068 -1.2425
C -1.7417 0.4169 -2.1238
C -0.5261 -0.3330 -2.0207
C 0.3784 0.0535 -1.0869
H 1.2859 2.3908 0.7562
H 2.0979 1.0364 0.6053
H 0.8744 1.1166 1.8851
H -1.4993 2.5381 0.4038
H -3.1376 1.7854 -1.2864
H -2.4609 0.2239 -2.9964
H -0.2316 -1.1747 -2.7289
H 1.4258 -0.5296 -0.9971
C 1.8665 -1.6069 2.3698
C 1.0474 -2.8999 2.1028
H 1.3853 -1.0794 3.1465
H 2.8530 -2.0942 2.7662
H 1.9984 -1.0090 1.5206
H 1.7155 -3.6900 2.3454
H 0.7266 -3.0601 0.9109
H -0.0534 -3.0066 2.3894
```

Kohn-Sham gap ... 10.076 eV
E_LUMO ... 1.01 eV
SMILES ... Cc1ccccc1.CC
HOMO level ... -0.3330 Ha

Run two
The following is a quantum chemistry calculation of a cluster of 2 separate species, C9H14 in total, from the OMol25 dataset.

```
23
C9H14 ωB97M-V with the def2-TZVPD basis set
C -1.4821 -2.0977 0.5009
C -0.7537 -1.0503 -0.4381
C -1.2915 0.3359 -0.4743
C -0.7703 1.1401 -1.4901
C 0.3241 0.8556 -2.1820
C 0.6711 -0.5116 -2.1816
C 0.0310 -1.4563 -1.4640
H -0.8804 -2.4285 1.3017
H -1.6812 -3.1189 0.0852
H -2.2661 -1.7288 1.0496
H -1.9755 0.7770 0.3218
H -1.1841 2.0793 -1.6930
H 0.7168 1.6306 -2.8196
H 1.3696 -0.8310 -3.0816
H 0.2149 -2.5683 -1.5533
C 1.9827 1.3807 2.4964
C 0.7760 1.1320 3.3686
H 2.8810 1.4703 3.1424
H 2.2576 0.6301 1.6711
H 1.9854 2.3608 2.0768
H 1.0101 0.2383 3.9855
H -0.1066 1.0686 2.6762
H 0.7346 2.0495 4.0221
```

Kohn-Sham gap ... 9.777 eV
E_LUMO ... 0.96 eV
SMILES ... Cc1ccccc1.CC
HOMO level ... -0.3242 Ha

Run three
The following is a quantum chemistry calculation of a cluster of 2 separate species, C9H14 in total, from the OMol25 dataset.

```
23
C9H14 ωB97M-V with the def2-TZVPD basis set
C 0.6552 -1.0560 -2.0967
C -0.0011 -1.2175 -0.7632
C -1.1514 -0.3898 -0.5510
C -1.8221 -0.5023 0.6286
C -1.3063 -1.2502 1.7385
C -0.1987 -2.0198 1.5371
C 0.3068 -2.1059 0.2041
H 0.0367 -1.2562 -2.9877
H 1.6513 -1.5102 -2.0551
H 0.7914 -0.0029 -2.3828
H -1.5374 0.2356 -1.3441
H -2.6865 0.1230 0.8448
H -1.8610 -1.2584 2.6665
H 0.3926 -2.4470 2.3382
H 0.9651 -2.9655 0.0633
C 0.9678 1.6800 0.8015
C 0.5051 2.7375 -0.2418
H 0.6450 1.9977 1.7934
H 0.4853 0.7455 0.4682
H 2.0417 1.5606 0.7488
H 0.5447 2.4578 -1.2947
H 1.1415 3.6042 -0.0075
H -0.5658 2.8397 -0.1083
```

Kohn-Sham gap ... 10.049 eV
E_LUMO ... 1.03 eV
SMILES ... Cc1ccccc1.CC
HOMO level ... -0.3314 Ha

Run four
The following is a quantum chemistry calculation of a cluster of 2 separate species, C9H14 in total, from the OMol25 dataset.

```
23
C9H14 ωB97M-V with the def2-TZVPD basis set
C 3.7814 -1.6079 0.0459
C 2.6154 -0.7279 0.4391
C 1.3092 -0.9752 0.0074
C 0.1688 -0.2482 0.3469
C 0.3250 0.9590 1.0344
C 1.6300 1.3644 1.1699
C 2.7878 0.5863 0.7992
H 3.6593 -2.2194 0.9686
H 4.7556 -1.0628 0.0372
H 3.6056 -2.0331 -0.9835
H 0.9634 -1.8109 -0.5650
H -0.8204 -0.6075 0.1404
H -0.5330 1.4931 1.4794
H 1.8765 2.4390 1.3443
H 3.7314 1.1727 0.7491
C -3.0185 0.3428 -0.4859
C -4.4109 0.5126 -1.2781
H -2.1586 0.8559 -1.0022
H -3.0956 0.7504 0.5091
H -2.9094 -0.7150 -0.2366
H -4.2095 0.6719 -2.4383
H -5.0475 -0.4265 -1.2398
H -5.0059 1.2864 -0.8416
```

Kohn-Sham gap ... 9.869 eV
E_LUMO ... 0.98 eV
SMILES ... Cc1ccccc1.CC
HOMO level ... -0.3267 Ha

run three has the most favorable energy; the next structure is 73.8 kJ/mol above.

Run one
The following is a quantum chemistry calculation of a cluster of 2 separate species, C9H14 in total, from the OMol25 dataset.

```
23
C9H14 ωB97M-V with the def2-TZVPD basis set
C 1.7030 -1.5829 -1.2758
C 1.1442 -1.2490 0.0496
C 1.9478 -1.2148 1.1929
C 1.3469 -0.9136 2.4306
C 0.0042 -0.7184 2.5093
C -0.8241 -0.9526 1.4091
C -0.2557 -1.2742 0.1976
H 2.1978 -0.6723 -1.6914
H 1.0529 -1.8722 -2.0924
H 2.6153 -2.1836 -1.2485
H 2.9824 -1.4693 1.0009
H 1.9510 -1.0894 3.3129
H -0.4353 -0.5542 3.4872
H -1.8883 -0.8118 1.5526
H -0.8559 -1.6402 -0.6247
C -2.2262 2.2083 -0.7683
C -0.9960 2.2951 -1.7170
H -3.0275 1.6881 -1.2893
H -1.8964 1.7014 0.1311
H -2.5162 3.2484 -0.6623
H -0.6753 3.3352 -1.7161
H -1.2421 2.0008 -2.7388
H -0.1064 1.7213 -1.4494
```

Kohn-Sham gap ... 9.954 eV
E_LUMO ... 1.00 eV
SMILES ... Cc1ccccc1.CC
HOMO level ... -0.3291 Ha

Run two
The following is a quantum chemistry calculation of a cluster of 2 separate species, C9H14 in total, from the OMol25 dataset.

```
23
C9H14 ωB97M-V with the def2-TZVPD basis set
C -3.0081 1.2454 0.7747
C -2.1397 -0.0261 0.7905
C -1.0986 -0.1118 -0.1765
C -0.3100 -1.2231 -0.1723
C -0.6769 -2.3483 0.5497
C -1.7434 -2.2739 1.4502
C -2.5698 -1.1527 1.5677
H -3.8174 1.1777 1.4536
H -3.4892 1.4588 -0.1392
H -2.3612 2.0350 1.0870
H -0.9142 0.7523 -0.7034
H 0.6050 -1.3591 -0.8643
H 0.0232 -3.2189 0.6622
H -1.8855 -3.1003 2.1205
H -3.3739 -1.1699 2.3909
C 2.7305 1.0500 -1.7097
C 3.9881 1.3010 -0.9445
H 2.8783 0.5386 -2.6155
H 1.9852 0.5288 -1.2136
H 2.1871 1.9234 -2.0040
H 4.4432 0.3099 -0.7305
H 3.8900 1.8411 0.0239
H 4.6571 1.8220 -1.5975
```

Kohn-Sham gap ... 9.972 eV
E_LUMO ... 1.02 eV
SMILES ... Cc1ccccc1.CC
HOMO level ... -0.3289 Ha

run one has the most favorable energy; the next structure is 23.9 kJ/mol above.

Run one
The following is a quantum chemistry calculation of a cluster of 2 separate species, C9H14 in total, from the OMol25 dataset.

```
23
C9H14 ωB97M-V with the def2-TZVPD basis set
C 1.3348 -0.4066 2.0369
C 1.1024 -0.6577 0.5782
C 1.8821 -0.0056 -0.3856
C 1.8279 -0.3615 -1.7145
C 1.0015 -1.4160 -2.1127
C 0.1838 -2.0191 -1.1776
C 0.1430 -1.5569 0.1320
H 0.7811 -1.1297 2.6377
H 0.9856 0.5798 2.3451
H 2.3810 -0.4692 2.3032
H 2.5777 0.7246 0.0175
H 2.4136 0.1402 -2.4662
H 1.0553 -1.7081 -3.1514
H -0.4352 -2.8550 -1.4839
H -0.5574 -2.0113 0.8174
C -2.2283 0.9215 0.4383
C -1.9296 2.3609 -0.0228
H -1.5058 0.2141 0.0421
H -2.3031 0.8646 1.5230
H -3.1915 0.6249 0.0150
H -2.8450 2.9381 -0.1134
H -1.3855 2.3688 -0.9668
H -1.2884 2.8593 0.7084
```

Kohn-Sham gap ... 10.007 eV
E_LUMO ... 1.02 eV
SMILES ... Cc1ccccc1.CC
HOMO level ... -0.3301 Ha

Run two
The following is a quantum chemistry calculation of a cluster of 2 separate species, C9H14 in total, from the OMol25 dataset.

```
23
C9H14 ωB97M-V with the def2-TZVPD basis set
C 0.6239 3.1876 0.2663
C 0.1896 1.7995 0.6113
C 0.8338 1.0549 1.5940
C 0.4871 -0.2629 1.8354
C -0.4600 -0.8410 1.0160
C -1.1199 -0.1492 0.0017
C -0.7999 1.1914 -0.1706
H 1.0421 3.8023 1.0746
H -0.0691 3.7882 -0.3103
H 1.6051 3.0780 -0.2312
H 1.6533 1.5785 2.0773
H 0.9436 -0.8205 2.6403
H -0.7473 -1.8827 1.1249
H -1.8182 -0.6973 -0.6100
H -1.0926 1.7259 -1.0679
C -0.5451 -3.0285 -1.7974
C 0.6196 -2.1087 -2.1637
H -0.6332 -3.8079 -2.5593
H -0.6360 -3.5541 -0.8475
H -1.4780 -2.4614 -1.8500
H 1.2317 -1.9250 -1.2812
H 1.2401 -2.4936 -2.9743
H 0.2861 -1.1559 -2.5764
```

Kohn-Sham gap ... 9.908 eV
E_LUMO ... 1.01 eV
SMILES ... Cc1ccccc1.CC
HOMO level ... -0.3272 Ha

run one has the most favorable energy; the next structure is 35.8 kJ/mol above.